(1)
Computed, not measured: a cluster of 2 separate species, H2N2O3 in total at a distorted geometry, with ωB97M-V with the def2-TZVPD basis set.

The geometry in ORCA input format:
```
! RIJCOSX wB97M-V def2-TZVPD def2/J DEFGRID3
* xyz 0 1
N 2.599 0.012 0.345
N 1.773 -0.734 0.051
O -1.850 -0.846 0.390
O 0.658 -1.128 -0.173
O -0.864 -0.066 0.062
H 2.530 1.004 0.824
H -2.119 -1.161 -0.445
*
```

Kohn-Sham gap (alpha / beta) ... 8.67 / 9.26 eV
LUMO (alpha / beta) ... 0.406 / -0.083 eV

Atom charges from the Mulliken analysis, given in e for atoms 1 to 6:
1 N -0.442
2 N 0.689
3 O -0.221
4 O -0.371
5 O -0.252
6 H 0.260

***

(2)
Computed, not measured: a structure of composition C52H42FN6O4PW, with ωB97M-V with the def2-TZVPD basis set.

The geometry in ORCA input format:
```
! RIJCOSX wB97M-V def2-TZVPD def2/J DEFGRID3
* xyz 0 1
W -0.073 -0.883 -0.427
C 3.765 -1.182 5.260
C 2.610 -1.076 4.301
C 1.523 -1.939 4.363
C 0.484 -1.842 3.453
C 0.469 -0.861 2.465
N -0.602 -0.807 1.522
C -1.879 -0.780 2.101
C -2.072 -0.162 3.349
C -3.299 -0.119 3.973
C -4.433 -0.650 3.363
C -5.789 -0.559 4.007
C -4.275 -1.202 2.110
C -3.026 -1.303 1.494
N -2.986 -1.955 0.231
C -3.912 -2.807 -0.249
C -3.691 -2.959 -1.601
C -2.590 -2.151 -1.873
N -2.157 -1.558 -0.764
C 1.569 -0.005 2.389
C 2.624 -0.128 3.285
N 1.600 0.974 1.362
C 2.569 1.975 1.313
C 3.010 2.217 0.085
C 2.305 1.307 -0.876
N 1.526 0.394 0.029
H 3.557 -1.914 6.041
H 3.967 -0.224 5.741
H 4.674 -1.483 4.740
H 1.490 -2.705 5.128
H -0.354 -2.526 3.513
H -1.212 0.274 3.837
H -3.382 0.348 4.947
H -5.713 -0.597 5.094
H -6.441 -1.370 3.684
H -6.278 0.381 3.740
H -5.148 -1.556 1.576
H -4.651 -3.244 0.397
H -4.240 -3.582 -2.283
H -2.061 -1.979 -2.796
H 3.493 0.511 3.177
H 2.814 2.494 2.226
H 3.690 3.001 -0.203
H 1.583 1.838 -1.500
C -1.545 6.649 -1.172
C -0.397 5.867 -1.207
C -0.476 4.509 -0.950
C -1.702 3.902 -0.670
C -2.847 4.695 -0.637
C -2.766 6.060 -0.885
P -1.660 2.098 -0.328
C -3.436 1.750 0.007
C -3.972 2.211 1.210
C -5.318 2.054 1.499
C -6.147 1.387 0.608
C -5.616 0.871 -0.566
C -4.273 1.057 -0.868
C -1.389 1.432 -2.014
C -1.974 2.016 -3.149
C -1.690 1.534 -4.408
C -0.804 0.461 -4.541
C -0.260 -0.142 -3.427
C -0.561 0.302 -2.120
H -1.484 7.712 -1.366
H 0.561 6.319 -1.431
H 0.425 3.905 -0.968
H -3.811 4.248 -0.431
H -3.665 6.663 -0.859
H -3.329 2.721 1.920
H -5.716 2.443 2.428
H -7.200 1.263 0.832
H -6.251 0.337 -1.262
H -3.877 0.658 -1.793
H -2.636 2.867 -3.031
H -2.134 1.990 -5.284
H -0.538 0.102 -5.528
H 0.435 -0.962 -3.568
F 4.421 -3.823 -4.643
C 3.458 -3.632 -3.710
C 3.828 -3.494 -2.388
C 2.842 -3.276 -1.441
C 1.492 -3.206 -1.795
C 0.441 -2.951 -0.765
C 1.164 -3.391 -3.138
C 2.138 -3.594 -4.105
H 4.873 -3.554 -2.114
H 3.120 -3.161 -0.401
H 0.804 -3.261 0.222
H -0.465 -3.520 -0.983
H 0.121 -3.374 -3.435
H 1.886 -3.727 -5.149
O 2.738 0.345 -2.991
C 3.152 0.474 -1.864
O 1.981 -0.903 -0.017
C 4.494 -0.067 -1.490
C 5.392 -0.281 -2.535
C 6.654 -0.802 -2.294
C 7.030 -1.135 -1.004
C 6.123 -0.924 0.021
C 4.864 -0.396 -0.193
N 6.513 -1.274 1.392
O 7.593 -1.805 1.557
O 5.734 -1.013 2.288
H 5.076 -0.039 -3.541
H 7.340 -0.960 -3.114
H 8.001 -1.551 -0.779
H 4.188 -0.289 0.639
*
```

Kohn-Sham gap ... 5.70 eV
LUMO ... -0.478 eV

Atom charges from the Mulliken analysis, given in e for atoms 1 to 6:
1 W 0.629
2 C -1.487
3 C 0.640
4 C -1.163
5 C -0.174
6 C -0.784

***

(3)
Computed, not measured: a cluster of 16 separate species, C42H120BNO14 in total at a distorted geometry, with ωB97M-V with the def2-TZVPD basis set.

The geometry in ORCA input format:
```
! RIJCOSX wB97M-V def2-TZVPD def2/J DEFGRID3
* xyz 0 1
N -0.193 0.579 0.192
H 0.090 -0.391 0.168
H -0.562 0.905 -0.689
H 0.573 1.165 0.492
H -0.900 0.629 0.912
B -2.364 0.949 2.119
H -2.665 1.908 2.512
H -2.973 0.147 2.506
H -2.556 1.069 1.063
H -1.332 0.750 2.364
C 0.349 -4.172 -0.437
C 1.104 -2.842 -0.135
C 1.433 -1.958 -1.339
O 0.124 -2.141 0.578
H 0.746 -4.877 -1.167
H -0.681 -4.030 -0.763
H 0.352 -4.729 0.500
H 1.972 -2.989 0.507
H 0.598 -1.412 -1.779
H 1.986 -2.501 -2.106
H 2.071 -1.123 -1.048
H -0.180 -2.660 1.326
C -5.371 2.332 0.667
C -6.094 1.339 1.505
C -7.453 1.012 0.898
O -5.314 0.176 1.585
H -4.949 1.862 -0.222
H -4.564 2.699 1.300
H -5.981 3.200 0.418
H -6.298 1.714 2.508
H -8.068 1.906 0.794
H -7.991 0.311 1.536
H -7.336 0.593 -0.101
H -4.443 0.405 1.918
C -0.522 5.530 1.502
C -1.653 4.579 1.298
C -2.523 4.903 0.152
O -1.039 3.337 1.037
H -1.005 6.490 1.690
H 0.107 5.668 0.623
H 0.037 5.151 2.357
H -2.237 4.410 2.203
H -3.277 4.141 -0.045
H -1.962 5.170 -0.744
H -3.072 5.801 0.437
H -1.576 2.657 1.448
C 2.851 -0.132 -4.398
C 3.523 -1.432 -4.879
C 2.976 -1.931 -6.241
O 4.893 -1.101 -4.879
H 3.195 0.732 -4.966
H 3.127 0.178 -3.390
H 1.770 -0.272 -4.373
H 3.374 -2.277 -4.206
H 1.966 -2.341 -6.254
H 3.661 -2.708 -6.580
H 3.082 -1.123 -6.966
H 5.395 -1.882 -5.121
C -2.561 -0.130 -2.341
C -1.703 0.969 -3.039
C -2.578 2.177 -3.441
O -0.631 1.482 -2.297
H -3.356 -0.571 -2.942
H -3.094 0.368 -1.530
H -1.992 -1.005 -2.025
H -1.184 0.434 -3.834
H -3.147 2.444 -2.551
H -3.320 1.958 -4.209
H -2.091 3.096 -3.766
H -0.047 1.980 -2.873
C -4.179 -3.818 3.461
C -3.820 -2.389 3.315
C -3.405 -1.820 4.751
O -2.658 -2.233 2.598
H -3.362 -4.539 3.430
H -4.789 -4.097 2.602
H -4.869 -3.946 4.295
H -4.707 -1.879 2.939
H -2.482 -2.318 5.045
H -4.232 -1.984 5.441
H -3.213 -0.751 4.657
H -2.543 -1.298 2.415
C 0.322 2.494 4.250
C -0.415 1.716 5.338
C -0.294 2.398 6.720
O -1.764 1.612 4.999
H 0.283 1.878 3.352
H 1.357 2.696 4.526
H -0.151 3.443 3.999
H 0.029 0.724 5.418
H 0.729 2.437 7.095
H -0.951 1.922 7.448
H -0.553 3.457 6.710
H -1.869 1.464 4.057
C 1.809 -3.743 3.532
C 0.450 -3.220 3.981
C 0.419 -1.685 4.219
O -0.401 -3.605 2.925
H 2.429 -3.552 4.408
H 2.201 -3.172 2.691
H 1.885 -4.822 3.393
H 0.151 -3.679 4.923
H -0.549 -1.326 4.568
H 0.662 -1.140 3.307
H 1.132 -1.544 5.032
H -1.207 -3.086 2.873
C 4.519 -1.308 2.914
C 5.568 -0.160 3.058
C 6.784 -0.408 2.220
O 4.926 0.989 2.506
H 4.896 -2.252 3.307
H 4.273 -1.457 1.862
H 3.612 -1.178 3.504
H 5.753 -0.133 4.132
H 7.687 -0.144 2.771
H 6.875 0.172 1.301
H 6.852 -1.478 2.022
H 5.343 1.730 2.952
C -4.394 -2.842 -0.389
C -5.920 -2.954 -0.402
C -6.467 -4.364 -0.362
O -6.463 -2.347 0.719
H -3.939 -3.462 0.383
H -4.065 -1.826 -0.167
H -3.977 -3.079 -1.369
H -6.305 -2.335 -1.212
H -6.306 -4.924 0.559
H -6.031 -4.954 -1.169
H -7.536 -4.289 -0.561
H -6.059 -1.480 0.790
C 5.407 -0.705 -1.402
C 6.532 0.175 -1.851
C 7.931 -0.486 -1.864
O 6.241 0.674 -3.163
H 5.288 -1.445 -2.192
H 4.495 -0.129 -1.243
H 5.619 -1.301 -0.514
H 6.509 0.965 -1.101
H 7.967 -1.428 -2.411
H 8.215 -0.499 -0.812
H 8.623 0.177 -2.384
H 5.792 0.037 -3.724
C 0.268 -3.601 -4.226
C -1.148 -3.924 -3.725
C -2.279 -3.504 -4.639
O -1.169 -5.329 -3.551
H 0.335 -4.043 -5.220
H 1.019 -4.097 -3.610
H 0.372 -2.517 -4.171
H -1.332 -3.456 -2.758
H -3.229 -3.835 -4.219
H -2.186 -3.945 -5.632
H -2.467 -2.432 -4.699
H -2.065 -5.644 -3.407
C 2.335 4.236 -5.128
C 1.655 3.860 -3.855
C 0.947 5.085 -3.253
O 0.648 2.940 -4.233
H 2.613 3.393 -5.761
H 3.196 4.883 -4.961
H 1.745 4.849 -5.809
H 2.357 3.342 -3.201
H 1.523 5.956 -2.940
H 0.466 4.745 -2.336
H 0.132 5.432 -3.889
H 0.057 3.384 -4.845
C 2.527 3.753 1.370
C 2.761 2.680 0.229
C 4.088 2.927 -0.509
O 2.638 1.356 0.725
H 1.588 3.617 1.907
H 2.486 4.741 0.912
H 3.348 3.738 2.087
H 1.942 2.791 -0.482
H 4.098 2.312 -1.409
H 4.944 2.569 0.064
H 4.206 3.908 -0.970
H 3.377 1.108 1.285
*
```

Kohn-Sham gap ... 9.63 eV
LUMO ... 0.372 eV

Atom charges from the Mulliken analysis, given in e for atoms 1 to 6:
1 N 4.290
2 H -0.071
3 H 0.131
4 H -0.457
5 H -1.536
6 B 6.886